[1]
Entry from the OMol25 dataset: a molecular structure, C25H51AgN2O15 (ωB97M-V/def2-TZVPD).

Geometry (Å):
Ag (1.594, -1.217, -4.187)
C (0.970, -3.755, 1.848)
C (1.591, -4.387, 0.539)
C (1.911, -5.854, 0.764)
O (2.416, -6.421, -0.392)
C (2.662, -7.808, -0.222)
N (0.577, -4.465, -0.625)
H (1.040, -4.988, -1.355)
H (-0.215, -5.031, -0.358)
H (0.260, -3.577, -0.988)
H (0.985, -2.669, 1.752)
H (1.664, -4.044, 2.637)
H (0.018, -4.189, 2.156)
H (2.466, -3.873, 0.142)
H (1.017, -6.313, 1.186)
H (2.588, -5.827, 1.618)
H (2.885, -8.223, -1.205)
H (1.777, -8.324, 0.152)
H (3.487, -8.001, 0.464)
C (-0.488, 3.078, -2.925)
C (0.259, 4.454, -3.183)
C (0.724, 5.170, -1.915)
O (1.305, 6.363, -2.437)
C (2.018, 7.178, -1.485)
N (1.434, 4.273, -4.118)
H (1.116, 3.979, -5.031)
H (2.021, 5.094, -4.130)
H (2.013, 3.536, -3.742)
H (-1.413, 3.204, -2.361)
H (0.219, 2.392, -2.459)
H (-0.788, 2.582, -3.847)
H (-0.509, 5.068, -3.652)
H (1.516, 4.608, -1.420)
H (0.009, 5.233, -1.096)
H (1.438, 7.523, -0.629)
H (2.458, 8.016, -2.025)
H (2.895, 6.700, -1.050)
C (-0.055, -0.779, -1.228)
O (0.368, -1.610, -2.272)
H (-0.951, -0.207, -1.468)
H (-0.194, -1.416, -0.355)
H (0.668, 0.003, -0.999)
C (0.914, 2.466, 1.367)
C (-0.047, 3.659, 1.678)
C (-0.365, 3.921, 3.199)
O (0.147, 5.181, 3.434)
C (0.683, 5.691, 2.304)
O (1.056, 6.859, 2.204)
O (0.599, 4.840, 1.287)
H (0.808, 2.404, 0.284)
H (0.556, 1.597, 1.919)
H (1.939, 2.750, 1.604)
H (-0.971, 3.490, 1.125)
H (0.077, 3.165, 3.849)
H (-1.442, 3.971, 3.356)
C (5.861, 0.701, 0.095)
C (4.322, 0.496, 0.050)
C (3.866, -0.978, -0.258)
O (3.251, -1.373, 0.979)
C (2.992, -0.283, 1.665)
O (2.220, -0.287, 2.620)
O (3.772, 0.748, 1.304)
H (6.297, 0.540, -0.891)
H (6.329, 0.093, 0.869)
H (6.100, 1.749, 0.275)
H (3.824, 1.164, -0.653)
H (4.834, -1.462, -0.386)
H (3.235, -1.011, -1.147)
C (-5.697, -0.364, -0.626)
C (-4.278, 0.186, -0.391)
C (-3.931, 1.414, -1.227)
O (-3.202, 2.244, -0.316)
C (-3.448, 1.805, 0.968)
O (-3.080, 2.312, 2.035)
O (-4.152, 0.656, 0.912)
H (-5.895, -0.570, -1.677)
H (-6.460, 0.380, -0.397)
H (-5.994, -1.269, -0.095)
H (-3.522, -0.599, -0.384)
H (-4.843, 1.888, -1.590)
H (-3.361, 1.066, -2.088)
C (-2.389, -2.583, 1.629)
C (-3.729, -3.150, 1.224)
C (-3.893, -4.608, 1.624)
O (-5.166, -4.709, 2.172)
C (-5.527, -3.495, 2.516)
O (-6.542, -3.248, 3.070)
O (-4.678, -2.581, 2.116)
H (-2.253, -2.586, 2.710)
H (-2.174, -1.553, 1.344)
H (-1.580, -3.067, 1.082)
H (-4.033, -3.012, 0.186)
H (-3.051, -4.911, 2.246)
H (-3.739, -5.214, 0.732)

The strongest force on any atom comes out at 5.2 eV/Å. As for the total charge: +3. The expectation value of S² is 0.7549. For the highest occupied orbital energy (spin up / spin down), the calculation gives -15.99 / -15.99 eV. Its spin multiplicity is 2. Its HOMO-LUMO gap (spin up / spin down) is 4.49 / 3.05 eV.

Results of the Löwdin charge analysis, in e, for atoms 1 through 2: atom 1 (Ag): 0.91, atom 2 (C): 0.00

=====

[2]
Entry from the OMol25 dataset: 2 unconnected molecules or ions with the total composition C5H13NO (ωB97M-V/def2-TZVPD).

Geometry (Å):
N (-0.556, -0.004, -1.143)
C (0.058, 1.271, -0.768)
C (-1.404, -0.515, -0.064)
C (0.981, 1.053, 0.426)
C (-0.541, -0.806, 1.159)
C (0.200, 0.458, 1.598)
H (-1.123, 0.126, -1.991)
H (0.628, 1.656, -1.636)
H (-0.699, 2.033, -0.499)
H (-1.904, -1.437, -0.416)
H (-2.193, 0.209, 0.220)
H (1.789, 0.359, 0.124)
H (1.452, 2.012, 0.716)
H (-1.173, -1.194, 1.981)
H (0.189, -1.594, 0.894)
H (-0.539, 1.202, 1.951)
H (0.881, 0.233, 2.442)
O (1.602, -1.698, -1.381)
H (0.792, -1.139, -1.401)
H (1.561, -2.224, -2.212)

The strongest force on any atom comes out at 1.3 eV/Å. Its SMILES is C1CCNCC1.O. For the highest occupied orbital energy, the calculation gives -9.46 eV. As for the energy above the lowest of the compared OMol25 structures with the same formula, charge and spin: 0.2605 eV. Its HOMO-LUMO gap is 10.39 eV.

Results of the Löwdin charge analysis, in e, for atoms 1 through 2: atom 1 (N): -0.11, atom 2 (C): -0.23

=====

[3]
Entry from the OMol25 dataset: a molecular structure, CH2F2O3 (ωB97M-V/def2-TZVPD).

Geometry (Å):
C (0.421, -0.780, -0.092)
O (-0.431, -1.380, 0.723)
O (-0.626, 1.507, 0.019)
O (0.689, 0.965, 0.271)
F (1.634, -1.220, -0.140)
F (-0.062, -0.580, -1.314)
H (-1.273, -0.965, 0.627)
H (-0.353, 2.452, -0.093)

The strongest force on any atom comes out at 10.5 eV/Å. The expectation value of S² is 2.0110. For the highest occupied orbital energy (spin up / spin down), the calculation gives -5.32 / -11.28 eV. As for the energy above the lowest of the compared OMol25 structures with the same formula, charge and spin: 0.0000 eV. Its spin multiplicity is 3. Its HOMO-LUMO gap (spin up / spin down) is 5.89 / 10.13 eV.

Results of the Löwdin charge analysis, in e, for atoms 1 through 2: atom 1 (C): -0.59, atom 2 (O): 0.20

=====

[4]
Entry from the OMol25 dataset: a single C15H18N2O2S molecule (ωB97M-V/def2-TZVPD).

Geometry (Å):
C (1.891, -2.162, -3.108)
C (1.748, -2.200, -1.593)
C (0.722, -3.248, -1.156)
O (0.542, -3.275, 0.244)
C (-0.076, -2.223, 0.855)
C (0.078, -2.145, 2.239)
C (-0.479, -1.108, 2.952)
C (-1.219, -0.121, 2.305)
C (-1.434, -0.236, 0.939)
C (-0.856, -1.266, 0.217)
H (-1.030, -1.303, -0.847)
H (-2.044, 0.482, 0.410)
O (-1.731, 0.890, 3.091)
C (-1.748, 2.193, 2.562)
C (-0.386, 2.888, 2.619)
H (-0.023, 2.928, 3.645)
H (-0.467, 3.891, 2.205)
S (0.946, 2.016, 1.718)
C (0.413, 2.158, 0.070)
N (1.122, 1.473, -0.821)
C (0.736, 1.559, -2.079)
C (-0.358, 2.321, -2.472)
C (-1.019, 2.998, -1.458)
N (-0.642, 2.923, -0.194)
H (-1.882, 3.623, -1.649)
H (-0.673, 2.383, -3.499)
H (1.325, 0.994, -2.790)
H (-2.439, 2.753, 3.200)
H (-2.124, 2.221, 1.536)
H (-0.341, -1.033, 4.019)
H (0.662, -2.905, 2.733)
H (-0.234, -3.094, -1.674)
H (1.081, -4.251, -1.404)
H (1.447, -1.219, -1.219)
H (2.708, -2.443, -1.134)
H (2.644, -1.433, -3.398)
H (0.947, -1.891, -3.578)
H (2.193, -3.136, -3.489)

The strongest force on any atom comes out at 0.6 eV/Å. Its SMILES is CCCOc1ccc(OCCSc2ncccn2)cc1. For the highest occupied orbital energy, the calculation gives -7.61 eV. As for the energy above the lowest of the compared OMol25 structures with the same formula, charge and spin: 1.9013 eV. Its HOMO-LUMO gap is 8.19 eV.

Results of the Löwdin charge analysis, in e, for atoms 1 through 2: atom 1 (C): -0.11, atom 2 (C): -0.23

=====

The lowest strongest force on any atom belongs to which entry? C15H18N2O2S

=====

strongest force on any atom of number 2 (C5H13NO)? 1.3 eV/Å

=====

The highest strongest force on any atom belongs to which entry? CH2F2O3

=====

Look up the strongest force on any atom of the fourth one. 0.6 eV/Å